Version P
Entry from the OMol25 dataset: C5H5N3 in the gas phase (the ωB97M-V functional and the def2-TZVPD basis).

Last column: Löwdin charge in e.
Geometry (Å):
C  -0.542  1.652  -0.673  -0.09
C  -0.666  -0.272  0.088  -0.23
C  -0.476  -1.537  0.534  -0.09
C  1.799  -1.111  0.336  -0.24
C  0.490  0.467  -0.377  -0.15
H  -0.515  1.823  -1.723  0.10
H  -0.315  2.525  -0.108  0.11
H  -2.233  1.204  0.530  0.18
H  -1.371  -2.165  0.867  0.13
H  2.825  -1.538  0.308  0.11
N  -1.546  0.759  -0.176  0.00
N  0.811  -1.941  0.582  0.06
N  1.739  0.132  -0.187  0.12

Output
SMILES = c1ncc2c(n1)CN2
E_HOMO = -8.695 eV
Net charge = 0
Frontier orbital gap = 9.432 eV

=====

Version Q
Entry from the OMol25 dataset: C5H5N3 in the gas phase (the ωB97M-V functional and the def2-TZVPD basis).

Last column: Löwdin charge in e.
Geometry (Å):
C  1.179  -2.807  -2.188  0.10
C  0.580  -2.048  -1.438  -0.17
C  -0.665  1.635  0.580  -0.17
C  0.013  -1.036  -0.699  -0.14
C  -0.981  1.670  1.841  -0.16
N  0.644  1.192  0.128  0.00
N  0.744  0.042  -0.448  -0.06
N  -1.369  1.444  2.992  0.16
H  1.691  -3.095  -3.095  0.03
H  -1.156  2.243  -0.107  0.08
H  1.549  -0.030  -1.087  0.17
H  -0.967  -1.198  -0.269  0.12
H  -1.262  1.988  3.790  0.04

Output
E_HOMO (spin up / spin down) = -7.860 / -7.863 eV
Net charge = 0
Frontier orbital gap (spin up / spin down) = 8.104 / 8.105 eV

=====

Version R
Entry from the OMol25 dataset: C5H5N3 in the gas phase (the ωB97M-V functional and the def2-TZVPD basis).

Last column: Löwdin charge in e.
Geometry (Å):
C  -1.220  -2.501  1.802  0.11
C  -0.675  -1.656  1.100  -0.12
C  -0.061  -0.619  0.219  -0.22
C  0.736  1.981  -1.059  -0.17
C  1.013  0.990  -2.095  -0.22
H  -1.771  -3.163  2.441  0.03
H  -0.412  -0.837  -0.800  0.11
H  1.047  -0.902  0.260  0.14
H  -0.720  0.925  1.563  0.16
H  1.012  3.006  -1.268  0.09
N  -0.345  0.757  0.601  -0.06
N  0.113  1.873  0.050  0.01
N  1.282  0.147  -2.813  0.14

Output
SMILES = C#CCN/N=C\C#N
E_HOMO = -9.318 eV
Net charge = 0
Frontier orbital gap = 9.919 eV

=====

Most stable: version P

=====

Version P
Entry from the OMol25 dataset: a 2-piece molecular cluster, C3H10OS overall (the ωB97M-V functional and the def2-TZVPD basis).

Last column: Löwdin charge in e.
Geometry (Å):
C  -0.165  -1.979  -1.743  -0.15
C  -1.133  -0.807  -1.690  -0.58
S  -0.740  0.843  -0.999  0.73
C  -2.447  1.391  -1.090  -0.48
H  0.130  -1.987  -2.831  0.08
H  0.687  -1.770  -1.170  0.03
H  -0.507  -3.103  -1.617  0.11
H  -1.610  -0.526  -2.569  0.02
H  -1.974  -1.079  -0.944  0.09
H  -2.613  2.559  -0.920  0.08
H  -3.116  0.961  -0.278  0.05
H  -2.758  1.068  -2.117  0.03
H  4.396  0.545  4.963  0.03
H  4.345  -1.015  5.676  0.05
O  4.667  -0.097  5.617  -0.08

Output
SMILES = CCSC.O
E_HOMO = -8.461 eV
Net charge = 0
Frontier orbital gap = 9.335 eV

=====

Version Q
Entry from the OMol25 dataset: a 2-piece molecular cluster, C3H10OS overall (the ωB97M-V functional and the def2-TZVPD basis).

Last column: Löwdin charge in e.
Geometry (Å):
C  3.519  3.141  -0.036  -0.50
S  4.674  4.271  -0.867  0.59
H  3.984  2.619  0.802  0.03
H  3.154  2.591  -0.918  0.02
H  2.566  3.655  0.192  0.03
H  5.161  3.531  -1.871  -0.17
C  -2.811  -2.476  -0.308  -0.32
O  -2.923  -1.092  -0.721  -0.11
C  -2.060  -2.495  1.022  -0.09
H  -2.354  -2.980  -1.160  0.11
H  -3.822  -2.897  -0.229  0.10
H  -3.370  -0.683  0.044  0.08
H  -1.164  -1.914  0.775  0.08
H  -1.938  -3.437  1.559  0.07
H  -2.617  -1.834  1.716  0.07

Output
SMILES = CCO.CS
E_HOMO = -9.070 eV
Net charge = 0
Frontier orbital gap = 9.984 eV

=====

Version R
Entry from the OMol25 dataset: a 2-piece molecular cluster, C3H10OS overall (the ωB97M-V functional and the def2-TZVPD basis).

Last column: Löwdin charge in e.
Geometry (Å):
C  -2.647  1.107  -2.545  -0.16
O  -2.670  0.700  -3.975  -0.15
H  -2.810  2.104  -2.247  0.04
H  -3.439  0.707  -1.877  0.07
H  -1.672  0.740  -2.087  0.09
H  -2.941  1.568  -4.424  0.10
C  1.208  -1.595  2.315  -0.25
C  1.784  -0.433  1.634  -0.67
S  3.506  -0.125  2.270  0.62
H  0.528  -1.378  3.218  0.11
H  1.913  -2.409  2.321  0.06
H  0.497  -1.865  1.523  0.07
H  1.767  -0.756  0.547  0.08
H  1.210  0.675  1.829  0.13
H  3.767  0.963  1.497  -0.15

Output
SMILES = CCS.CO
E_HOMO = -8.971 eV
Net charge = 0
Frontier orbital gap = 9.603 eV

=====

Most stable: version Q